The following is a DFT calculation (wB97M-V/def2-TZVPD) of a structure of composition C46H40N5OsP2.

Output
total charge = +3
frontier orbital gap = 4.5741 eV
relative energy (zero: lowest compared OMol25 entry of this formula, charge and spin) = 245.14 kJ/mol

The geometry in XYZ format:
```
94
Properties=species:S:1:pos:R:3:forces:R:3
Os -0.135666 0.745300 -0.606361 2.29 0.76 -0.36
C -4.085666 2.616096 -1.105921 0.07 -0.11 -0.07
C -3.029476 1.711747 -1.176879 -0.21 0.01 -0.12
N -1.757347 2.055678 -0.956153 0.35 -0.36 0.45
C -1.479680 3.378952 -0.763989 0.27 0.14 0.25
C -2.480598 4.362159 -0.743395 -0.14 0.22 0.07
C -3.819872 3.941505 -0.855361 0.14 0.09 -0.03
C -2.099845 5.722621 -0.688381 -0.08 -0.03 -0.06
C -0.768775 6.066119 -0.749591 -0.08 -0.05 0.03
C 0.224582 5.085262 -0.771820 -0.06 -0.22 0.01
C -0.110514 3.730796 -0.674888 -0.23 0.32 -0.09
N 0.734056 2.666643 -0.642588 -0.33 -0.55 0.43
C 2.116824 2.752194 -0.569190 -0.18 -0.02 -0.53
C 2.888957 3.713656 0.047678 0.05 0.03 -0.01
C 4.288020 3.700993 -0.114890 -0.09 -0.09 0.01
C 4.893826 2.749410 -0.891492 0.07 -0.06 0.00
C 4.126018 1.706156 -1.462028 0.15 -0.12 0.11
C 4.675225 0.668698 -2.247060 0.00 0.09 0.07
C 3.857246 -0.326554 -2.710879 -0.11 0.02 -0.07
C 2.499760 -0.311581 -2.369810 0.00 -0.05 -0.19
N 1.941560 0.655890 -1.656622 -0.91 0.24 0.51
C 2.742008 1.686137 -1.232154 0.30 0.01 0.01
H -5.095230 2.263835 -1.260754 0.02 -0.03 -0.02
H -3.227907 0.684893 -1.445823 0.02 0.00 0.10
H -4.617746 4.670474 -0.782097 -0.02 -0.02 -0.04
H -2.867623 6.485302 -0.679011 0.00 0.00 -0.01
H -0.483590 7.107660 -0.803121 0.01 0.00 0.02
H 1.254978 5.380599 -0.898409 0.02 0.03 0.08
H 2.428927 4.458465 0.681668 0.01 0.10 -0.10
H 4.881121 4.468265 0.363309 -0.01 -0.01 0.02
H 5.964437 2.759286 -1.049389 -0.01 0.04 -0.05
H 5.732751 0.676457 -2.481471 0.01 -0.03 0.03
H 4.241260 -1.134415 -3.317265 -0.06 -0.01 -0.03
H 1.857577 -1.113096 -2.693542 0.00 0.05 -0.04
C -0.844784 -3.504199 0.712200 0.05 -0.04 -0.04
N -0.562290 -2.100591 0.374594 -0.03 -0.19 0.28
P -1.620199 -1.104462 -0.446910 0.14 -0.39 -0.65
C -3.122174 -1.130884 0.537652 0.01 0.39 -0.02
C -2.982295 -0.978212 1.921403 -0.02 0.02 -0.07
C -4.103192 -0.942497 2.731708 0.02 0.01 0.03
C -5.370161 -1.049201 2.168709 -0.01 0.00 0.01
C -5.515530 -1.196964 0.797168 0.00 0.01 -0.03
C -4.396534 -1.219692 -0.023401 -0.01 -0.03 0.04
C -1.990765 -1.771568 -2.077738 -0.26 0.10 0.02
C -1.446765 -1.122086 -3.189674 -0.09 -0.07 0.02
C -1.745568 -1.550218 -4.474279 0.06 0.01 0.03
C -2.602595 -2.627861 -4.653199 0.02 0.00 -0.02
C -3.136919 -3.291785 -3.555605 0.00 -0.06 0.01
C -2.829260 -2.875448 -2.270689 0.10 0.02 0.03
P 0.962731 -1.400841 0.149253 -1.59 -0.19 1.37
C 1.820049 -2.806690 -0.579284 0.38 0.44 -0.56
C 2.727934 -3.548069 0.172517 0.06 0.11 0.01
C 3.195431 -4.759010 -0.325343 -0.03 -0.01 0.06
C 2.782714 -5.210946 -1.567529 0.02 0.01 -0.02
C 1.897263 -4.455044 -2.333604 -0.01 -0.02 0.00
C 1.407194 -3.262479 -1.839135 -0.01 -0.09 0.10
C 1.675533 -1.144900 1.781435 0.39 0.12 -0.18
C 2.866503 -0.419105 1.855233 0.00 -0.05 0.00
C 3.491277 -0.231959 3.078776 -0.02 0.05 0.00
C 2.935163 -0.780154 4.228594 -0.01 0.03 0.00
C 1.742446 -1.489460 4.159301 -0.02 0.03 0.00
C 1.098215 -1.657341 2.940468 -0.02 -0.02 -0.03
H -1.866942 -3.578260 1.082567 0.01 0.02 0.03
H -0.168576 -3.846630 1.492309 0.00 -0.01 0.00
H -0.729489 -4.156684 -0.154688 0.00 0.03 -0.03
H -1.991583 -0.888553 2.351618 -0.01 -0.09 0.05
H -3.996103 -0.839149 3.803379 0.00 0.01 0.00
H -6.246562 -1.012405 2.801869 0.01 -0.05 0.01
H -6.500819 -1.305430 0.364153 0.00 0.05 0.00
H -4.523930 -1.316451 -1.094021 -0.01 -0.04 0.00
H -0.785159 -0.269391 -3.047042 -0.04 0.06 -0.06
H -1.324912 -1.041693 -5.331412 -0.01 0.01 0.00
H -2.855520 -2.951593 -5.654077 0.00 -0.01 0.00
H -3.805378 -4.129211 -3.704123 0.04 -0.03 0.00
H -3.240354 -3.408043 -1.421661 -0.06 0.03 -0.01
H 3.055840 -3.203769 1.144207 0.01 -0.01 0.00
H 3.875671 -5.352171 0.270572 0.02 0.01 -0.01
H 3.146463 -6.157925 -1.943325 0.02 0.01 -0.02
H 1.586804 -4.806504 -3.308462 -0.03 -0.01 0.01
H 0.682534 -2.699639 -2.418300 -0.07 -0.09 0.01
H 3.309293 -0.003306 0.954698 0.04 -0.01 0.02
H 4.406751 0.341632 3.139142 0.03 -0.04 -0.01
H 3.427416 -0.646577 5.182945 0.02 -0.03 -0.01
H 1.320104 -1.924847 5.055807 -0.02 0.03 0.00
H 0.154786 -2.186120 2.897312 0.03 -0.06 0.01
C 0.821154 2.415318 4.446090 0.01 0.01 -0.03
C -0.395320 1.633049 3.931924 0.13 0.12 0.05
C -0.308919 1.369071 2.498326 -0.01 0.04 0.22
N -0.220254 1.142688 1.381702 -0.37 -0.43 -0.85
H 0.713384 2.563432 5.518185 -0.01 0.00 0.00
H 0.885964 3.393792 3.973354 0.01 0.00 -0.01
H 1.741050 1.863183 4.263752 0.00 0.02 -0.01
H -1.319743 2.181250 4.122495 -0.04 -0.03 -0.08
H -0.470625 0.666955 4.435727 -0.04 -0.04 -0.07
```
Forces are in eV/Å.